Model i:
This record from OMol25 describes a 3-piece molecular cluster, C5H16NO overall. The level of theory is wB97M-V/def2-TZVPD.

XYZ file:
```
23
Properties=species:S:1:pos:R:3
C 0.414 0.425 2.161
C 1.103 -0.561 1.150
C 1.359 0.015 -0.160
C 0.785 -0.521 -1.447
C 0.721 -2.072 -1.454
N -3.382 0.703 0.408
H -0.593 0.744 1.917
H 0.500 -0.136 3.088
H 0.524 -1.451 1.084
H 2.091 -0.794 1.611
H 2.313 0.570 -0.214
H 0.116 1.634 -0.410
H 1.307 -0.063 -2.281
H -0.235 -0.170 -1.432
H 1.781 -2.351 -1.582
H 0.318 -2.433 -0.533
H 0.144 -2.414 -2.350
H 0.996 1.329 2.274
H -3.333 -0.293 0.115
H -4.129 1.179 -0.128
H 0.221 3.028 -1.100
H -2.619 1.316 0.115
O -0.403 2.319 -0.831
```

As for the spin multiplicity: 1. For the molar mass, the calculation gives 106.19 g mol⁻¹. The HOMO-LUMO gap is 5.53 eV. The net charge is +1.

Atom charges from the natural (NBO) analysis, given in e for atoms 1 to 8:
1. C -0.569
2. C -0.555
3. C 0.401
4. C -0.538
5. C -0.571
6. N -1.096
7. H 0.253
8. H 0.258

Model ii:
This record from OMol25 describes a 2-piece molecular cluster, C5H16NO overall. The level of theory is wB97M-V/def2-TZVPD.

XYZ file:
```
23
Properties=species:S:1:pos:R:3
C -1.157 -1.061 -1.367
C -1.108 0.250 -0.597
C 0.257 0.941 -0.646
C 1.452 0.137 -1.187
C 2.015 -0.949 -0.261
N -1.537 -0.006 0.898
H -1.650 -1.890 -0.885
H -1.718 -0.819 -2.270
H -0.204 -1.596 -1.458
H -1.963 0.859 -0.933
H 0.625 1.174 0.367
H 0.289 1.940 -1.064
H 2.291 0.816 -1.195
H 1.234 -0.255 -2.168
H 1.826 -0.820 0.806
H 3.077 -1.073 -0.295
H 1.803 -2.015 -0.378
H -1.107 -0.923 1.028
H -1.081 0.706 1.522
H -2.558 0.025 1.156
H -0.979 1.695 3.210
H 0.430 1.211 3.130
O -0.238 1.654 2.586
```

As for the spin multiplicity: 1. For the molar mass, the calculation gives 106.19 g mol⁻¹. The HOMO-LUMO gap is 11.65 eV. The net charge is +1.

Atom charges from the natural (NBO) analysis, given in e for atoms 1 to 8:
1. C -0.673
2. C -0.022
3. C -0.451
4. C -0.412
5. C -0.650
6. N -0.730
7. H 0.228
8. H 0.258

Which one is most stable, and which one is least stable? model ii is the most stable of them, while model i is the least stable.

Model i:
This record from OMol25 describes C3H6N4O in the gas phase. The level of theory is wB97M-V/def2-TZVPD.

XYZ file:
```
14
Properties=species:S:1:pos:R:3
C 1.545 -1.113 0.295
C -1.573 0.096 -0.016
C 0.426 0.912 -0.137
H 2.409 -1.172 -0.333
H 1.259 -2.047 0.637
H 1.782 -0.494 1.228
H -1.270 -1.609 -0.903
H -3.201 1.142 0.084
H 1.270 2.727 -0.128
N 0.545 -0.512 -0.517
N -0.821 -0.981 -0.241
N -0.846 1.180 0.002
N 1.445 1.728 -0.094
O -2.970 0.142 0.122
```

As for the spin multiplicity: 1. For the molar mass, the calculation gives 114.11 g mol⁻¹. The HOMO-LUMO gap is 9.12 eV. The SMILES is [H]/N=c1\nc(O)[nH]n1C.

Atom charges from the natural (NBO) analysis, given in e for atoms 1 to 8:
1. C -0.426
2. C 0.716
3. C 0.541
4. H 0.220
5. H 0.207
6. H 0.203
7. H 0.405
8. H 0.520

Model ii:
This record from OMol25 describes C3H6N4O in the gas phase. The level of theory is wB97M-V/def2-TZVPD.

XYZ file:
```
14
Properties=species:S:1:pos:R:3
C -2.419 -1.461 0.070
C -0.828 1.778 -0.099
C 2.321 0.109 -0.128
H -2.151 -2.561 -0.067
H -3.373 -1.029 0.896
H -1.336 2.692 -0.079
H 0.336 -0.523 -0.088
H 2.761 1.029 -0.220
H 3.793 -1.046 -0.200
N -1.437 -0.623 -0.344
N 0.415 1.670 0.030
N 0.959 0.362 0.342
N 2.788 -1.098 -0.029
O -1.830 0.701 -0.084
```

As for the spin multiplicity: 1. For the molar mass, the calculation gives 114.11 g mol⁻¹. The HOMO-LUMO gap is 9.16 eV. The SMILES is [H]/N=C/N/N=C\ON=C.

Atom charges from the natural (NBO) analysis, given in e for atoms 1 to 8:
1. C -0.125
2. C 0.340
3. C 0.270
4. H 0.221
5. H 0.214
6. H 0.191
7. H 0.413
8. H 0.159

Model iii:
This record from OMol25 describes C3H6N4O as an isolated structure. The level of theory is wB97M-V/def2-TZVPD.

XYZ file:
```
14
Properties=species:S:1:pos:R:3
C -1.735 0.508 1.153
C 0.130 0.750 -0.292
C 1.948 -0.016 -1.193
H -1.611 -0.668 0.647
H -1.442 0.487 2.554
H -3.126 0.818 0.988
H 2.984 -0.671 -1.200
H -0.533 -1.823 -0.606
H 0.116 -1.665 0.847
N -0.651 1.372 0.614
N 1.989 1.135 -1.626
N 0.780 -0.302 -0.509
N 0.379 -1.560 -0.121
O 0.770 1.634 -1.256
```

As for the spin multiplicity: 1. For the molar mass, the calculation gives 114.11 g mol⁻¹. The HOMO-LUMO gap is 9.02 eV.

Atom charges from the natural (NBO) analysis, given in e for atoms 1 to 8:
1. C -0.440
2. C 0.669
3. C 0.174
4. H 0.137
5. H 0.188
6. H 0.218
7. H 0.237
8. H 0.363

Model iv:
This record from OMol25 describes C3H6N4O as an isolated structure. The level of theory is wB97M-V/def2-TZVPD.

XYZ file:
```
14
Properties=species:S:1:pos:R:3
C 0.391 -1.167 2.018
C 0.045 -0.349 0.895
C -0.212 1.346 -0.319
H 1.149 -0.476 2.473
H 1.074 -1.942 1.985
H -0.425 -1.197 2.753
H 0.409 -0.875 -2.893
H -1.126 -0.769 -1.832
H -1.215 2.373 -1.747
N 0.436 -0.758 -0.311
N 0.721 0.478 -1.073
N -0.317 0.017 -2.323
N -1.096 2.282 -0.678
O 0.167 1.037 1.052
```

As for the spin multiplicity: 1. For the molar mass, the calculation gives 114.11 g mol⁻¹. The HOMO-LUMO gap is 9.97 eV.

Atom charges from the natural (NBO) analysis, given in e for atoms 1 to 8:
1. C -0.689
2. C 0.459
3. C 0.618
4. H 0.256
5. H 0.258
6. H 0.236
7. H 0.371
8. H 0.369

Which one is most stable, and which one is least stable? model i is the most stable of them, while model iii is the least stable.

Model i:
This record from OMol25 describes a 3-piece molecular cluster, C3H6N4O overall. The level of theory is wB97M-V/def2-TZVPD.

XYZ file:
```
14
Properties=species:S:1:pos:R:3
N 2.305 -1.044 1.190
N 1.837 -0.802 -0.131
C 2.211 -1.249 -1.192
O 2.458 -1.545 -2.293
H 2.941 -0.282 1.417
H 1.486 -0.920 1.780
C -1.793 0.518 1.373
C -1.963 1.017 -1.282
N -2.731 1.282 -0.347
N -0.666 0.132 1.256
H -0.170 0.116 0.333
H -2.779 0.982 1.366
H -2.154 1.329 -2.315
H -0.984 0.467 -1.155
```

As for the spin multiplicity: 1. For the molar mass, the calculation gives 114.11 g mol⁻¹. The HOMO-LUMO gap is 8.64 eV.

Atom charges from the natural (NBO) analysis, given in e for atoms 1 to 8:
1. N -0.620
2. N -0.473
3. C 0.859
4. O -0.489
5. H 0.358
6. H 0.375
7. C 0.270
8. C -0.108

Model ii:
This record from OMol25 describes a 2-piece molecular cluster, C3H6N4O overall. The level of theory is wB97M-V/def2-TZVPD.

XYZ file:
```
14
Properties=species:S:1:pos:R:3
C -1.733 0.808 1.807
C -0.212 0.266 0.039
C 0.877 -0.417 -1.631
H -2.032 0.471 2.768
H -2.446 0.472 1.044
H -1.552 1.903 1.965
H 1.469 -1.047 -2.463
H 2.412 -0.621 0.951
H 0.550 -1.494 1.749
N -0.767 0.863 -0.867
N 0.078 0.559 -2.061
N 0.810 -0.637 -0.343
N 1.618 -1.501 0.630
O -0.520 0.173 1.398
```

As for the spin multiplicity: 1. For the molar mass, the calculation gives 114.11 g mol⁻¹. The HOMO-LUMO gap is 9.18 eV.

Atom charges from the natural (NBO) analysis, given in e for atoms 1 to 8:
1. C -0.249
2. C 0.582
3. C 0.170
4. H 0.192
5. H 0.204
6. H 0.194
7. H 0.229
8. H 0.362

Which one is most stable, and which one is least stable? model i is the most stable of them, while model ii is the least stable.

Model i:
This record from OMol25 describes a 2-piece molecular cluster, C3H6N4O overall. The level of theory is wB97M-V/def2-TZVPD.

XYZ file:
```
14
Properties=species:S:1:pos:R:3
C -2.419 -0.232 -0.904
C 2.315 -0.441 0.200
C 1.373 -0.168 1.285
N -1.358 -0.273 -1.708
N -2.129 0.706 0.018
N -0.502 0.620 -1.264
N -0.909 1.245 -0.249
O 0.186 -0.258 1.235
H -3.245 -0.873 -1.163
H 2.197 -1.369 -0.239
H 2.019 0.398 -0.590
H 3.325 -0.471 0.331
H 1.848 0.131 2.203
H -2.701 0.986 0.843
```

As for the spin multiplicity: 1. For the molar mass, the calculation gives 114.11 g mol⁻¹. The HOMO-LUMO gap is 10.57 eV. The SMILES is c1nnn[nH]1.CC=O.

Atom charges from the natural (NBO) analysis, given in e for atoms 1 to 8:
1. C 0.123
2. C -0.741
3. C 0.453
4. N -0.300
5. N -0.365
6. N -0.079
7. N -0.035
8. O -0.539

Model ii:
This record from OMol25 describes C3H6N4O in the gas phase. The level of theory is wB97M-V/def2-TZVPD.

XYZ file:
```
14
Properties=species:S:1:pos:R:3
C -1.471 -1.754 -0.182
C 0.706 -0.845 -0.005
C 1.903 2.091 -0.287
H -1.921 0.786 -0.050
H -1.801 0.086 1.504
H -0.847 -2.686 -0.347
H 1.041 -1.816 0.052
H 2.653 1.833 0.449
H 1.576 3.119 -0.426
N -1.277 0.375 0.658
N -0.679 -0.708 0.116
N 1.642 -0.098 -0.437
N 1.129 1.215 -0.774
O -2.653 -1.598 -0.270
```

As for the spin multiplicity: 1. For the molar mass, the calculation gives 114.11 g mol⁻¹. The HOMO-LUMO gap is 10.47 eV. The SMILES is C=N/N=C\N(N)C=O.

Atom charges from the natural (NBO) analysis, given in e for atoms 1 to 8:
1. C 0.531
2. C 0.244
3. C -0.074
4. H 0.376
5. H 0.362
6. H 0.117
7. H 0.175
8. H 0.171

Model iii:
This record from OMol25 describes a 2-piece molecular cluster, C3H6N4O overall. The level of theory is wB97M-V/def2-TZVPD.

XYZ file:
```
14
Properties=species:S:1:pos:R:3
C -2.796 -0.663 0.263
C -0.921 0.204 -0.135
C 1.736 1.063 0.255
N -1.554 -1.006 0.293
N -1.715 1.157 -0.369
N 1.797 -1.070 -0.580
N 1.221 0.067 -0.724
O -3.061 0.612 -0.149
H -3.595 -1.243 0.698
H 2.508 1.696 -0.211
H 0.746 1.725 0.482
H 2.048 0.582 1.113
H 1.451 -1.778 -1.305
H 2.135 -1.345 0.369
```

As for the spin multiplicity: 1. For the molar mass, the calculation gives 114.11 g mol⁻¹. The HOMO-LUMO gap (alpha / beta) is 8.37 / 8.29 eV.

Atom charges from the natural (NBO) analysis, given in e for atoms 1 to 8:
1. C 0.351
2. C 0.235
3. C -0.458
4. N -0.557
5. N -0.238
6. N -0.519
7. N -0.076
8. O -0.336

Model iv:
This record from OMol25 describes C3H6N4O as an isolated structure. The level of theory is wB97M-V/def2-TZVPD.

XYZ file:
```
14
Properties=species:S:1:pos:R:3
C -1.831 0.903 -0.613
C 1.483 -0.998 0.188
C 1.051 0.403 -0.180
N -2.918 0.185 -0.607
N -2.614 -0.933 -0.013
N -1.366 -0.981 0.300
N -0.821 0.220 -0.102
O 1.427 1.375 0.649
H -1.717 1.858 -0.904
H 1.999 -0.828 1.100
H 2.130 -1.340 -0.686
H 0.518 -1.589 0.510
H 1.210 0.580 -1.225
H 1.449 1.144 1.582
```

As for the spin multiplicity: 1. For the molar mass, the calculation gives 114.11 g mol⁻¹. The HOMO-LUMO gap is 10.46 eV.

Atom charges from the natural (NBO) analysis, given in e for atoms 1 to 8:
1. C 0.132
2. C -0.715
3. C 0.400
4. N -0.306
5. N -0.063
6. N -0.143
7. N -0.285
8. O -0.657

Which one is most stable, and which one is least stable? model i is the most stable of them, while model iii is the least stable.

Model i:
This record from OMol25 describes C3H6N4O as an isolated structure. The level of theory is wB97M-V/def2-TZVPD.

XYZ file:
```
14
Properties=species:S:1:pos:R:3
C 2.685 0.165 -0.068
C -0.744 -0.946 -0.012
C -1.380 1.531 0.036
H 3.187 1.005 -0.583
H 3.249 -0.373 0.757
H 1.003 -1.268 1.372
H -0.520 -2.588 0.423
H -2.280 -0.207 -1.014
H -2.637 2.117 0.162
N 1.404 0.110 -0.427
N 0.803 -1.035 0.020
N -1.369 -2.001 0.252
N -1.361 0.236 -0.528
O -0.213 1.956 0.491
```

As for the spin multiplicity: 1. For the molar mass, the calculation gives 114.11 g mol⁻¹. The HOMO-LUMO gap is 9.44 eV.

Atom charges from the natural (NBO) analysis, given in e for atoms 1 to 8:
1. C -0.138
2. C 0.557
3. C 0.527
4. H 0.191
5. H 0.175
6. H 0.309
7. H 0.356
8. H 0.423

Model ii:
This record from OMol25 describes C3H6N4O in the gas phase. The level of theory is wB97M-V/def2-TZVPD.

XYZ file:
```
14
Properties=species:S:1:pos:R:3
C -1.071 -0.266 -0.004
C -0.580 -1.526 0.004
C 1.222 -0.143 -0.016
H -2.902 0.234 0.962
H -2.940 -0.301 -0.684
H -1.061 -2.528 -0.031
H 2.533 1.180 0.005
H -0.221 2.171 -0.950
H -0.778 2.256 0.687
N -2.383 0.269 -0.029
N 2.512 0.137 0.038
N 0.050 0.554 -0.001
N 0.095 1.983 0.005
O 0.753 -1.499 0.003
```

As for the spin multiplicity: 1. For the molar mass, the calculation gives 114.11 g mol⁻¹. The HOMO-LUMO gap is 8.08 eV. The SMILES is [H]/N=c1/occ(N)n1N.

Atom charges from the natural (NBO) analysis, given in e for atoms 1 to 8:
1. C 0.192
2. C 0.044
3. C 0.661
4. H 0.385
5. H 0.391
6. H 0.214
7. H 0.351
8. H 0.360

Model iii:
This record from OMol25 describes a 2-piece molecular cluster, C3H6N4O overall. The level of theory is wB97M-V/def2-TZVPD.

XYZ file:
```
14
Properties=species:S:1:pos:R:3
C -0.363 -0.125 -0.972
C -0.913 -1.480 -0.766
C 0.642 0.091 2.593
N 0.591 0.207 -1.825
N -0.780 0.959 -0.276
N 0.725 1.503 -1.608
N -0.092 1.956 -0.686
O 1.349 0.552 1.753
H -0.162 -2.114 -0.297
H -1.187 -1.926 -1.720
H -1.785 -1.415 -0.123
H 0.168 -0.900 2.495
H 1.393 2.076 -2.101
H 0.413 0.617 3.533
```

As for the spin multiplicity: 1. For the molar mass, the calculation gives 114.11 g mol⁻¹. The HOMO-LUMO gap is 11.11 eV. The SMILES is Cc1nn[nH]n1.C=O.

Atom charges from the natural (NBO) analysis, given in e for atoms 1 to 8:
1. C 0.271
2. C -0.654
3. C 0.294
4. N -0.265
5. N -0.277
6. N -0.163
7. N -0.029
8. O -0.496

Which one is most stable, and which one is least stable? model iii is the most stable of them, while model i is the least stable.

Model i:
This record from OMol25 describes C5H9NS as an isolated structure. The level of theory is wB97M-V/def2-TZVPD.

XYZ file:
```
16
Properties=species:S:1:pos:R:3
C -0.046 -0.427 0.164
C -1.304 0.225 0.753
C -0.803 -1.255 -0.859
C 0.846 0.568 -0.639
C 0.978 1.890 -0.396
H 1.416 -1.613 0.643
H 1.336 -0.428 1.706
H -1.720 -0.449 1.521
H -1.292 1.185 1.188
H -1.182 -2.197 -0.433
H -0.364 -1.429 -1.864
H 1.457 0.213 -1.481
H 1.592 2.458 -1.118
H 0.566 2.372 0.447
N 0.765 -1.087 1.181
S -2.246 -0.026 -0.814
```

As for the spin multiplicity: 1. For the molar mass, the calculation gives 115.20 g mol⁻¹. The HOMO-LUMO gap is 9.52 eV.

Atom charges from the natural (NBO) analysis, given in e for atoms 1 to 8:
1. C 0.025
2. C -0.487
3. C -0.471
4. C -0.186
5. C -0.399
6. H 0.352
7. H 0.367
8. H 0.221

Model ii:
This record from OMol25 describes C5H9NS in the gas phase. The level of theory is wB97M-V/def2-TZVPD.

XYZ file:
```
16
Properties=species:S:1:pos:R:3
C -0.018 0.433 0.334
C -0.373 -1.241 -1.503
C 0.469 1.605 -0.478
C -0.487 -0.837 -0.281
C -0.968 -1.728 0.837
N 1.496 2.322 0.010
S 1.836 2.734 1.538
H 0.747 0.195 0.999
H -0.841 0.730 0.956
H -0.563 -2.291 -1.571
H -0.068 -0.708 -2.334
H 0.373 1.533 -1.511
H -0.816 -1.096 1.794
H -0.620 -2.843 0.965
H -2.008 -1.790 0.886
H 1.841 2.983 -0.641
```

As for the spin multiplicity: 1. For the molar mass, the calculation gives 115.20 g mol⁻¹. The HOMO-LUMO gap (alpha / beta) is 7.86 / 7.86 eV. The SMILES is C=C(C)C/C=[NH+]\[S-].

Atom charges from the natural (NBO) analysis, given in e for atoms 1 to 8:
1. C -0.517
2. C -0.415
3. C 0.093
4. C 0.037
5. C -0.651
6. N -0.547
7. S -0.134
8. H 0.250

Which one is most stable, and which one is least stable? model i is the most stable of them, while model ii is the least stable.